Formula: C7H14
Source: OMol25
Level of theory: ωB97M-V/def2-TZVPD

```
21
Properties=species:S:1:pos:R:3:forces:R:3:lowdin_charge:R:1
C -0.75233 0.72160 1.88674 0.026 0.049 0.065 -0.092
C -0.89771 -0.30930 0.76605 -0.078 0.033 -0.030 -0.219
C 0.34689 -0.42837 -0.12657 0.013 0.306 0.124 -0.613
C 1.54087 -1.02203 0.63844 -0.018 0.021 -0.002 -0.062
C 0.07057 -1.25882 -1.40083 0.194 -0.141 -0.464 -0.058
C 0.76293 0.68163 -1.03370 -0.208 0.365 0.550 0.011
C -0.33065 1.60124 -1.47757 -0.007 -0.147 -0.102 -0.148
H -1.67243 0.78877 2.47740 0.138 -0.014 -0.090 0.073
H 0.06198 0.46380 2.57324 -0.137 0.036 -0.123 0.069
H -0.54353 1.72032 1.48418 -0.030 -0.164 0.066 0.069
H -1.11222 -1.29455 1.20349 0.063 0.126 -0.089 0.116
H -1.77340 -0.05905 0.15515 0.139 -0.036 0.087 0.096
H 1.27413 -1.97301 1.12156 -0.003 0.169 -0.112 0.085
H 1.88729 -0.33208 1.41618 -0.069 -0.103 -0.142 0.075
H 2.38427 -1.19437 -0.03882 -0.182 0.055 0.065 0.083
H 0.30062 -2.30263 -1.24337 0.049 -0.308 0.217 0.096
H -0.92844 -1.15218 -1.81965 -0.005 0.123 0.183 0.094
H 0.81621 -0.92495 -2.14492 -0.189 -0.126 -0.331 0.090
H -0.16351 2.47347 -0.81891 0.055 -0.147 -0.082 0.094
H -1.38593 1.30590 -1.35751 0.219 -0.038 0.023 0.070
H -0.17006 1.97592 -2.49456 0.031 -0.059 0.186 0.071
```
Positions in Å, forces in eV/Å.

Properties
**E_HOMO**: -7.91 eV
**HOMO-LUMO gap**: 0.3263 hartree
**Net charge**: 0
**Relative energy (zero: lowest compared OMol25 entry of this formula, charge and spin)**: 84.0 kcal per mole